P.
{
  "formula": "H3N3",
  "method": "ωB97M-V/def2-TZVPD",
  "homo_ev": [-8.568, -8.624],
  "orbital_gap_ev": [8.192, 8.242],
  "elements": ["N", "N", "N", "H", "H", "H"],
  "xyz": [[-1.64, -0.59, -0.96], [0.19, 0.84, -0.33], [0.64, 0.38, 0.65], [-1.07, -0.71, -1.77], [0.86, -0.72, 0.93], [1.01, 0.81, 1.48]]
}

---

Q.
{
  "formula": "H3N3",
  "method": "ωB97M-V/def2-TZVPD",
  "homo_ev": [-9.120, -9.019],
  "orbital_gap_ev": [9.179, 8.999],
  "elements": ["N", "N", "N", "H", "H", "H"],
  "xyz": [[-0.67, 0.56, 0.21], [-0.31, -0.81, -0.03], [0.38, 0.19, -0.58], [-1.44, 0.74, -0.34], [0.12, -1.39, 0.68], [1.92, 0.72, 0.05]]
}

---

Stability, highest: Q

---

P.
{
  "formula": "C2H3ClO3P",
  "method": "ωB97M-V/def2-TZVPD",
  "homo_ev": -5.360,
  "charge": -1,
  "orbital_gap_ev": 8.928,
  "elements": ["C", "C", "O", "O", "O", "P", "Cl", "H", "H", "H"],
  "xyz": [[0.09, 0.08, 1.14], [0.71, -0.34, -0.18], [-1.51, -1.01, -1.73], [-0.94, 1.52, -1.56], [-1.27, 0.11, 0.81], [-0.88, 0.14, -1.06], [2.21, 0.45, -0.59], [0.28, -0.62, 1.97], [0.45, 1.08, 1.45], [0.87, -1.41, -0.23]]
}

---

Q.
{
  "formula": "C2H3ClO3P",
  "method": "ωB97M-V/def2-TZVPD",
  "homo_ev": [-3.438, -3.440],
  "charge": -1,
  "orbital_gap_ev": [7.018, 7.021],
  "elements": ["C", "C", "O", "O", "O", "P", "Cl", "H", "H", "H"],
  "xyz": [[-0.39, 0.07, 0.55], [-0.07, 1.01, -0.60], [-2.94, -0.97, -0.88], [-4.09, 1.02, 0.25], [-1.73, 0.21, 1.08], [-2.89, 0.32, -0.14], [0.62, 2.62, -0.24], [-0.47, -0.92, 0.24], [0.33, -0.04, 1.38], [0.52, 0.52, -1.26]]
}

---

Stability, highest: P

---

P.
{
  "formula": "C4H21NO6",
  "method": "ωB97M-V/def2-TZVPD",
  "homo_ev": -9.264,
  "smiles": "COC[C@H](C)N.O.O.O.O.O",
  "orbital_gap_ev": 9.404,
  "elements": ["C", "O", "C", "C", "C", "N", "H", "H", "H", "H", "H", "H", "H", "H", "H", "H", "H", "O", "H", "H", "O", "H", "H", "O", "H", "H", "O", "H", "H", "O", "H", "H"],
  "xyz": [[-0.53, -2.08, 4.16], [-0.50, -2.43, 2.81], [-1.02, -1.43, 1.95], [-0.68, -1.79, 0.51], [-1.33, -0.78, -0.42], [-1.22, -3.12, 0.16], [0.08, -1.21, 4.43], [-0.18, -2.90, 4.79], [-1.55, -1.89, 4.50], [-2.10, -1.40, 2.13], [-0.63, -0.43, 2.18], [0.40, -1.83, 0.36], [-2.42, -0.84, -0.30], [-1.16, -0.99, -1.48], [-1.05, 0.27, -0.33], [-2.25, -3.01, 0.20], [-1.25, -3.69, 1.01], [2.87, -0.81, -2.94], [3.76, -0.94, -3.27], [2.62, -1.65, -2.55], [1.22, 1.28, -1.32], [1.01, 2.12, -1.76], [1.79, 0.82, -1.95], [-0.39, 2.15, -3.68], [-0.30, 2.51, -4.57], [-0.51, 2.92, -3.12], [1.42, 2.21, 1.55], [2.23, 2.65, 1.27], [0.89, 2.17, 0.75], [0.44, 4.36, -1.69], [0.78, 5.18, -2.06], [-0.43, 4.58, -1.33]]
}

---

Q.
{
  "formula": "C4H21NO6",
  "method": "ωB97M-V/def2-TZVPD",
  "homo_ev": -8.622,
  "smiles": "C1CCNC1.O.O.O.O.O.O",
  "orbital_gap_ev": 9.012,
  "elements": ["C", "C", "C", "N", "C", "H", "H", "H", "H", "H", "H", "H", "H", "H", "O", "H", "H", "O", "H", "H", "O", "H", "H", "O", "H", "H", "O", "H", "H", "O", "H", "H"],
  "xyz": [[-0.74, -1.21, -0.67], [-1.00, -0.14, 0.40], [-2.43, -0.45, 0.84], [-2.64, -1.88, 0.64], [-1.66, -2.41, -0.33], [0.31, -1.41, -0.85], [-1.09, -0.81, -1.62], [-0.22, -0.18, 1.15], [-0.97, 0.83, -0.08], [-2.60, -0.20, 1.88], [-3.13, 0.17, 0.26], [-2.59, -2.38, 1.51], [-1.17, -3.26, 0.12], [-2.19, -2.65, -1.24], [0.54, 3.24, -2.08], [0.74, 2.93, -2.97], [-0.42, 3.31, -2.05], [0.89, 0.97, 2.93], [0.99, 1.44, 2.08], [1.57, 1.29, 3.53], [-1.10, 0.96, -3.37], [-0.82, 0.69, -2.50], [-1.88, 0.48, -3.64], [3.14, 0.06, -0.29], [3.95, 0.30, 0.16], [2.90, -0.84, -0.01], [1.31, 2.10, 0.33], [1.03, 2.43, -0.54], [1.99, 1.42, 0.16], [2.66, -1.82, 1.90], [2.78, -0.88, 2.02], [1.85, -2.09, 2.34]]
}

---

Stability, highest: Q

---

P.
{
  "formula": "C2H8N2OS2",
  "method": "ωB97M-V/def2-TZVPD",
  "homo_ev": -9.313,
  "smiles": "NC(N)=O.CSS",
  "orbital_gap_ev": 9.793,
  "elements": ["N", "C", "N", "O", "H", "H", "H", "H", "C", "S", "S", "H", "H", "H", "H"],
  "xyz": [[-2.05, -2.46, 0.03], [-1.37, -1.91, -1.06], [-1.82, -0.65, -1.44], [-0.45, -2.49, -1.60], [-1.92, -3.46, 0.04], [-3.02, -2.18, 0.12], [-1.83, 0.00, -0.67], [-1.18, -0.27, -2.14], [1.51, -0.31, 0.87], [0.33, 1.06, 0.73], [1.61, 2.69, 0.68], [2.41, -0.07, 0.32], [1.07, -1.22, 0.46], [1.73, -0.49, 1.93], [1.65, 2.89, 2.01]]
}

---

Q.
{
  "formula": "C2H8N2OS2",
  "method": "ωB97M-V/def2-TZVPD",
  "homo_ev": -8.714,
  "smiles": "COCN(S)NS",
  "orbital_gap_ev": 9.390,
  "elements": ["C", "O", "C", "N", "S", "N", "S", "H", "H", "H", "H", "H", "H", "H", "H"],
  "xyz": [[-1.15, 0.04, 1.66], [-1.32, -0.58, 0.43], [-0.07, -0.88, -0.08], [0.75, 0.30, -0.25], [2.45, -0.03, -0.18], [0.43, 1.20, -1.18], [0.85, 0.72, -2.80], [-1.57, -0.67, 2.44], [-0.01, 0.15, 1.89], [-1.68, 0.93, 1.65], [0.45, -1.47, 0.61], [-0.20, -1.37, -1.01], [2.46, -0.93, -1.09], [-0.58, 1.32, -1.24], [1.86, 1.67, -2.75]]
}

---

Stability, highest: P

---

P.
{
  "formula": "C3H6N",
  "method": "ωB97M-V/def2-TZVPD",
  "homo_ev": -15.297,
  "charge": 1,
  "smiles": "C=C[NH+]=C",
  "orbital_gap_ev": 9.361,
  "elements": ["C", "C", "N", "C", "H", "H", "H", "H", "H", "H"],
  "xyz": [[-0.74, -1.46, 0.25], [-0.70, -0.14, 0.68], [0.33, 0.87, 0.25], [0.98, 0.85, -0.84], [0.27, -1.91, -0.22], [-1.45, -2.17, 0.60], [-1.32, 0.23, 1.43], [0.39, 1.78, 0.75], [1.49, 1.76, -1.19], [0.75, 0.18, -1.71]]
}

---

Q.
{
  "formula": "C3H6N",
  "method": "ωB97M-V/def2-TZVPD",
  "homo_ev": [-11.940, -11.907],
  "charge": 1,
  "orbital_gap_ev": [5.660, 5.553],
  "elements": ["C", "C", "C", "N", "H", "H", "H", "H", "H", "H"],
  "xyz": [[-2.70, -2.06, -0.64], [-0.98, 0.49, -0.16], [0.25, -0.02, 0.32], [1.45, 0.92, -0.02], [-3.75, -1.70, -0.57], [0.50, -1.04, 0.01], [0.10, -0.03, 1.41], [1.06, 1.85, -0.24], [1.94, 0.58, -0.86], [2.12, 1.01, 0.75]]
}

---

Stability, highest: P

---

P.
{
  "formula": "C4H6BrClO",
  "method": "ωB97M-V/def2-TZVPD",
  "homo_ev": -10.205,
  "smiles": "CC(=O)[C@@](C)(Cl)Br",
  "orbital_gap_ev": 9.625,
  "elements": ["C", "C", "O", "C", "C", "Cl", "Br", "H", "H", "H", "H", "H", "H"],
  "xyz": [[1.00, -0.44, -1.43], [-0.02, 0.48, -0.85], [-0.20, 1.52, -1.44], [-0.77, 0.20, 0.35], [-0.06, -0.02, 1.61], [-2.05, 1.58, 0.60], [-2.09, -1.40, -0.23], [1.77, -0.61, -0.70], [1.37, 0.03, -2.36], [0.67, -1.45, -1.35], [0.80, -0.66, 1.67], [0.30, 1.00, 1.72], [-0.71, -0.23, 2.41]]
}

---

Q.
{
  "formula": "C4H6BrClO",
  "method": "ωB97M-V/def2-TZVPD",
  "homo_ev": -10.421,
  "smiles": "CC1(C)O[C@@]1(Cl)Br",
  "orbital_gap_ev": 10.351,
  "elements": ["C", "C", "C", "O", "C", "Cl", "Br", "H", "H", "H", "H", "H", "H"],
  "xyz": [[0.84, -0.02, 0.92], [0.76, 0.24, -0.57], [-0.59, 0.08, -1.21], [1.58, 1.35, -1.00], [1.98, 0.13, -1.35], [1.95, -0.13, -3.44], [3.64, -0.56, -0.80], [1.87, -0.06, 1.25], [0.35, -0.96, 1.16], [0.34, 0.79, 1.44], [-0.62, 0.61, -2.16], [-1.36, 0.47, -0.55], [-0.79, -0.97, -1.40]]
}

---

Stability, highest: P

---

P.
{
  "formula": "C4H14N3",
  "method": "ωB97M-V/def2-TZVPD",
  "homo_ev": -13.573,
  "charge": 1,
  "orbital_gap_ev": 10.070,
  "elements": ["C", "C", "H", "H", "H", "H", "H", "H", "C", "C", "N", "N", "N", "H", "H", "H", "H", "H", "H", "H", "H"],
  "xyz": [[-0.74, 0.65, -3.12], [-1.40, 0.81, -1.78], [0.23, 0.27, -3.66], [-1.36, -0.02, -3.78], [-0.72, 1.64, -3.77], [-0.88, 1.36, -0.94], [-1.70, -0.13, -1.27], [-2.47, 1.29, -1.97], [0.62, 1.47, 1.27], [0.73, -1.08, 1.68], [1.30, 0.15, 1.45], [-0.65, -1.48, 1.81], [1.60, -2.20, 1.64], [2.30, 0.27, 1.23], [-1.48, -1.08, 1.44], [-0.66, -1.98, 2.60], [2.62, -2.20, 1.62], [1.13, -3.05, 1.79], [0.81, 1.91, 0.30], [1.21, 2.00, 2.06], [-0.49, 1.39, 1.37]]
}

---

Q.
{
  "formula": "C4H14N3",
  "method": "ωB97M-V/def2-TZVPD",
  "homo_ev": -14.654,
  "charge": 1,
  "orbital_gap_ev": 11.513,
  "elements": ["C", "C", "N", "N", "N", "H", "H", "H", "H", "H", "H", "H", "H", "C", "C", "H", "H", "H", "H", "H", "H"],
  "xyz": [[-0.06, 0.72, -1.64], [-0.37, -1.47, -0.60], [0.29, -0.68, -1.42], [-1.61, -1.17, -0.25], [0.22, -2.57, -0.08], [1.27, -0.91, -1.52], [-2.14, -0.45, -0.67], [-2.15, -1.85, 0.28], [-0.32, -3.01, 0.64], [0.82, -3.19, -0.61], [0.74, 1.23, -2.14], [-0.38, 1.17, -0.70], [-0.95, 0.84, -2.27], [1.07, 2.94, 1.54], [0.39, 1.67, 2.10], [0.49, 3.83, 1.78], [2.03, 3.18, 2.00], [1.15, 2.90, 0.45], [-0.65, 1.76, 1.81], [0.51, 1.68, 3.18], [0.87, 0.79, 1.68]]
}

---

R.
{
  "formula": "C4H14N3",
  "method": "ωB97M-V/def2-TZVPD",
  "homo_ev": -14.574,
  "charge": 1,
  "orbital_gap_ev": 11.419,
  "elements": ["C", "C", "H", "H", "H", "H", "H", "H", "C", "C", "N", "N", "N", "H", "H", "H", "H", "H", "H", "H", "H"],
  "xyz": [[-0.31, -1.96, -2.21], [-1.38, -0.95, -2.62], [0.25, -2.22, -3.11], [0.39, -1.64, -1.44], [-0.75, -2.87, -1.82], [-2.39, -1.28, -2.38], [-1.35, -0.56, -3.63], [-1.31, -0.03, -2.02], [-1.52, 0.69, 0.62], [0.88, 0.62, 1.16], [-0.16, 1.19, 0.53], [0.76, -0.56, 1.75], [2.02, 1.31, 1.22], [0.01, 2.13, 0.23], [-0.10, -0.98, 2.10], [1.61, -1.07, 1.79], [2.25, 2.01, 0.53], [2.83, 0.86, 1.60], [-2.03, 1.14, -0.23], [-1.99, 0.99, 1.56], [-1.55, -0.39, 0.64]]
}

---

S.
{
  "formula": "C4H14N3",
  "method": "ωB97M-V/def2-TZVPD",
  "homo_ev": -12.866,
  "charge": 1,
  "orbital_gap_ev": 9.859,
  "elements": ["C", "C", "N", "N", "H", "H", "H", "H", "H", "H", "H", "H", "C", "C", "N", "H", "H", "H", "H", "H", "H"],
  "xyz": [[-1.51, 2.04, 0.62], [-0.71, 0.79, 0.36], [0.46, 1.14, -0.44], [-2.68, 1.71, 1.39], [-0.83, 2.79, 1.10], [-1.83, 2.49, -0.30], [-0.31, 0.32, 1.29], [-1.35, 0.05, -0.14], [0.94, 2.00, -0.07], [0.28, 1.38, -1.44], [-2.38, 1.40, 2.33], [-3.21, 2.57, 1.50], [1.22, -2.14, -0.31], [1.16, -3.17, -1.21], [2.01, -0.99, -0.48], [0.63, -2.20, 0.58], [0.43, -3.94, -1.06], [1.78, -3.17, -2.08], [2.41, -1.08, -1.41], [1.22, 0.02, -0.54], [2.78, -0.81, 0.20]]
}

---

Stability, highest: Q

---

P.
{
  "formula": "C4H7Br",
  "method": "ωB97M-V/def2-TZVPD",
  "homo_ev": -9.279,
  "smiles": "CC1C=C1.Br",
  "orbital_gap_ev": 9.942,
  "elements": ["C", "C", "C", "C", "H", "H", "H", "H", "H", "H", "Br", "H"],
  "xyz": [[0.13, 0.98, -0.14], [0.39, -0.32, 0.49], [1.60, -1.12, 0.21], [0.49, -1.55, -0.37], [-0.29, 1.58, 0.65], [-0.55, 1.04, -0.92], [1.10, 1.41, -0.38], [-0.05, -0.31, 1.49], [2.61, -0.99, 0.35], [0.00, -2.28, -0.94], [-4.19, 0.11, -0.07], [-4.18, 1.54, 0.20]]
}

---

Q.
{
  "formula": "C4H7Br",
  "method": "ωB97M-V/def2-TZVPD",
  "homo_ev": -9.548,
  "smiles": "CC1(Br)CC1",
  "orbital_gap_ev": 10.559,
  "elements": ["C", "C", "Br", "C", "C", "H", "H", "H", "H", "H", "H", "H"],
  "xyz": [[1.59, -0.12, -0.45], [0.04, 0.23, 0.39], [0.60, 0.18, 2.21], [-1.19, 0.75, -0.15], [-1.05, -0.67, 0.06], [1.44, -0.82, -1.35], [2.24, -0.45, 0.32], [1.86, 0.90, -0.64], [-1.11, 1.23, -1.11], [-1.91, 1.34, 0.51], [-1.55, -1.05, 0.84], [-0.96, -1.50, -0.65]]
}

---

Stability, highest: Q